[1]
DFT (ωB97M-V/def2-TZVPD) results for a structure of composition C16H18NO5ReS2 at a distorted geometry.

```
43
Properties=species:S:1:pos:R:3:mulliken_spin:R:1
Re -1.6159 -0.6556 0.6286 2.7920
O -4.0682 -0.0763 3.5489 0.0058
S -3.0504 -0.4125 2.6419 -0.0272
O -1.8738 -1.1938 3.0549 0.0135
O -2.3753 0.7945 1.8963 0.0578
O -3.4812 -1.1646 1.3320 0.0550
N -1.1386 -2.7038 0.3387 0.0009
C 0.0415 -2.9474 -0.4851 -0.0145
C 1.0325 -3.7804 0.0017 0.0042
C 2.1693 -4.0020 -0.7590 0.0102
C 2.2932 -3.3845 -1.9944 -0.0004
C 1.2901 -2.5532 -2.4649 0.0024
C 0.1330 -2.3128 -1.7238 0.0309
C -0.9272 -1.4057 -2.2375 0.0377
C -1.1726 -1.3453 -3.6075 -0.0528
C -2.0838 -0.4435 -4.1354 0.0876
C -2.7736 0.4278 -3.3031 -0.0491
C -2.5666 0.3649 -1.9353 0.0241
C -1.6577 -0.5496 -1.3876 -0.1260
H -1.0073 -3.1004 1.2702 -0.0043
H -1.9658 -3.1632 -0.0485 0.0157
H 0.9144 -4.2621 0.9656 0.0007
H 2.9485 -4.6534 -0.3883 0.0004
H 3.1795 -3.5446 -2.5930 0.0002
H 1.4152 -2.0574 -3.4183 0.0004
H -0.6530 -2.0225 -4.2731 0.0000
H -2.2579 -0.4247 -5.2028 0.0042
H -3.4783 1.1378 -3.7138 -0.0001
H -3.1306 1.0276 -1.2860 0.0264
O 0.2664 0.0781 0.9539 0.0676
S 0.5657 0.8237 2.3051 0.0290
C 2.3547 0.7238 2.4266 0.0016
C 2.7485 2.0971 2.9586 0.0001
C 1.9926 3.1177 2.1035 0.0019
C 0.5676 2.5871 1.8817 0.0072
H 2.7184 0.5486 1.4123 -0.0015
H 2.6163 -0.1125 3.0704 -0.0004
H 3.8277 2.2271 2.8978 0.0000
H 2.4725 2.1901 4.0112 0.0001
H 2.4914 3.2410 1.1428 0.0000
H 1.9611 4.0930 2.5843 0.0004
H 0.2319 2.6346 0.8461 -0.0030
H -0.1857 3.0544 2.5130 0.0013
```

Properties
E_HOMO (alpha / beta) = -11.5 / -11.9 eV
LUMO (alpha / beta) = -2.81 / -4.22 eV
max |F| = 1.5 eV/Å
spin multiplicity = 4
energy relative to the best compared isomer or geometry (same formula, charge and spin) = 36.3 kJ/mol
frontier orbital gap (alpha / beta) = 0.3178 / 0.2831 Eh
net charge = +1



[2]
DFT (ωB97M-V/def2-TZVPD) results for a structure of composition C16H19BCaN6 at a distorted geometry.

```
43
Properties=species:S:1:pos:R:3:nbo_charge:R:1
C 0.1966 -3.1274 0.4292 -0.0070
N 0.6543 -2.0589 -0.2812 -0.5781
N 1.5817 -2.3157 -1.2057 -0.2940
C 1.7679 -3.6380 -1.1375 0.0398
C 0.9500 -4.1648 -0.1424 -0.2933
B 2.2791 -1.2154 -2.1159 0.5137
N 1.2402 -0.2900 -2.8383 -0.3340
N 0.1949 0.2849 -2.1620 -0.4997
C -0.5454 1.0229 -3.0329 -0.0027
C 0.0557 0.8784 -4.3078 -0.3012
C 1.1578 0.0508 -4.1375 0.0247
Ca 0.1306 -0.2662 0.0194 1.7664
N 3.2715 -0.3493 -1.2895 -0.2477
N 2.8592 0.4222 -0.2312 -0.2399
C 3.9811 0.9858 0.3021 0.0020
C 5.1351 0.5582 -0.4429 0.0194
C 4.6174 -0.2838 -1.4474 0.1004
H 3.9701 1.6358 1.1414 0.2609
H 5.0866 -0.8296 -2.2362 0.2740
H 6.1478 0.8033 -0.2980 0.2663
H 2.8860 -1.8235 -2.9289 0.0039
H 1.8954 -0.3361 -4.8150 0.2439
H 2.4532 -4.0313 -1.8105 0.2366
H -0.2847 1.3231 -5.2059 0.2594
H 0.8628 -5.1385 0.1785 0.2501
H -1.4097 1.5577 -2.7090 0.2315
H -0.5015 -2.9888 1.2216 0.2511
H 0.8634 1.5820 0.1986 0.2156
C -0.2855 1.8673 0.3357 -0.9345
H -0.4970 2.4594 -0.5958 0.2905
H -1.1586 1.1567 0.3804 0.1731
H -0.3399 2.2538 1.3762 0.2737
C 0.7039 -1.3991 5.1936 -0.1893
C -0.0537 -0.3187 4.7307 -0.1619
C -0.1636 -0.0525 3.3379 -0.3661
C 0.5084 -0.8984 2.4923 0.0538
C 1.2847 -1.9500 2.8876 -0.3676
C 1.3697 -2.2211 4.2760 -0.1621
H 0.7855 -1.6020 6.2724 0.2563
H -0.5674 0.3323 5.4400 0.2509
H -0.7579 0.7897 3.0018 0.2286
H 1.8298 -2.6085 2.2197 0.2458
H 1.9697 -3.0611 4.6200 0.2469
```

Properties
E_HOMO (alpha / beta) = -15.3 / -15.3 eV
LUMO (alpha / beta) = -7.74 / -11.03 eV
max |F| = 5.1 eV/Å
spin multiplicity = 1
energy relative to the best compared isomer or geometry (same formula, charge and spin) = 138.8 kJ/mol
frontier orbital gap (alpha / beta) = 0.2762 / 0.1554 Eh
net charge = +2



[3]
DFT (ωB97M-V/def2-TZVPD) results for a structure of composition C16H19Cl2IrN7OS2 at a distorted geometry.

```
48
Properties=species:S:1:pos:R:3:mulliken_spin:R:1
Ir -0.8960 0.6367 0.6925 -0.0094
C 1.2510 -1.0610 -4.8032 0.0116
C 2.0135 -1.5320 -3.5661 -0.0077
N 1.1247 -2.1110 -2.5611 0.0076
C 0.3991 -1.4386 -1.6750 -0.0070
S 0.4916 0.3230 -1.6901 0.4454
N -0.3669 -2.0995 -0.8651 0.0398
N -1.1419 -1.4690 0.0132 -0.0247
C -2.0304 -2.1804 0.6348 0.0133
C -2.1544 -3.6566 0.4813 -0.0007
C -2.9779 -1.4272 1.4262 0.0086
C -4.0387 -2.0209 2.0959 0.0048
C -4.9681 -1.2215 2.7449 -0.0007
C -4.7994 0.1525 2.7371 0.0041
C -3.6985 0.6781 2.0830 0.0013
N -2.8236 -0.0901 1.4426 -0.0027
H 1.9488 -0.6587 -5.5361 0.0002
H 0.5345 -0.2836 -4.5378 -0.0044
H 0.7097 -1.8854 -5.2658 0.0002
H 2.5521 -0.6986 -3.1123 0.0014
H 2.7302 -2.3047 -3.8373 0.0006
H 0.9480 -3.1041 -2.6114 -0.0009
H -1.4073 -4.0211 -0.2113 0.0008
H -3.1451 -3.9204 0.1067 0.0007
H -2.0194 -4.1547 1.4436 0.0009
H -4.1381 -3.0958 2.1129 0.0006
H -5.8107 -1.6732 3.2503 0.0000
H -5.4991 0.8099 3.2313 0.0001
H -3.5272 1.7464 2.0582 -0.0001
Cl -0.0560 0.0761 3.0649 0.0034
C -0.9368 0.9383 4.3614 -0.0001
Cl -2.2415 -0.0557 5.0060 0.0002
H -1.3450 1.8569 3.9553 0.0002
H -0.2177 1.1241 5.1520 0.0001
O 0.4459 4.6123 -0.1122 -0.0080
C -0.1038 3.5988 0.1106 -0.0030
N -0.6284 2.5589 0.3732 -0.0093
S 2.0733 0.4156 0.3097 0.4236
C 3.2129 1.4933 -0.3855 -0.0071
N 3.3072 2.7835 0.0400 0.0399
C 4.3136 3.5812 -0.3691 -0.0077
C 5.2368 3.0993 -1.2539 0.0446
C 5.0108 1.8121 -1.7616 -0.0137
N 4.0282 1.0398 -1.3277 0.0505
H 2.5952 3.1504 0.6606 0.0007
H 4.3331 4.5923 0.0133 0.0004
H 6.0778 3.6928 -1.5766 0.0024
H 5.6339 1.3917 -2.5422 -0.0009
```

Properties
E_HOMO (alpha / beta) = -13.5 / -14.0 eV
LUMO (alpha / beta) = -8.44 / -8.39 eV
max |F| = 3.4 eV/Å
spin multiplicity = 2
energy relative to the best compared isomer or geometry (same formula, charge and spin) = 436.5 kJ/mol
frontier orbital gap (alpha / beta) = 0.1870 / 0.2055 Eh
net charge = +2



[4]
DFT (ωB97M-V/def2-TZVPD) results for an isolated molecule of C16H19ClN2O5.

```
43
Properties=species:S:1:pos:R:3:nbo_charge:R:1
C -0.3038 2.3843 3.0361 -0.2601
H 0.1954 2.1387 2.0934 0.1904
O -1.4889 1.6404 3.2191 -0.5377
C -1.4719 0.3252 2.7254 -0.0735
C -0.5797 -0.6555 3.5091 -0.2548
N 0.8294 -0.4848 3.2183 -0.6228
C 1.3150 -0.8463 2.0044 0.8081
O 0.6990 -1.5188 1.2110 -0.6584
N 2.6225 -0.3969 1.7931 -0.6624
C 3.2770 -0.2248 0.5904 0.6920
O 4.3088 0.3968 0.5548 -0.5663
C 2.7627 -1.0000 -0.6196 -0.1648
H 2.5623 -2.0348 -0.3242 0.2287
H 3.5519 -0.9676 -1.3788 0.2176
O 1.5705 -0.5296 -1.2352 -0.4769
C 0.9867 0.5798 -0.8091 0.8404
O 1.4226 1.2950 0.0656 -0.6352
C -0.2710 0.8465 -1.5689 -0.2019
C -0.8015 -0.3212 -2.3302 -0.0283
C -0.8812 -0.3255 -3.7161 -0.1877
C -1.3873 -1.4221 -4.3916 -0.2310
C -1.8109 -2.5263 -3.6721 -0.0404
C -1.7234 -2.5479 -2.2889 -0.2453
C -1.2200 -1.4462 -1.6246 -0.1226
H -1.1271 -1.4670 -0.5493 0.2248
H -2.0439 -3.4193 -1.7402 0.2272
Cl -2.4468 -3.8985 -4.5108 0.0024
H -1.4478 -1.4223 -5.4687 0.2266
H -0.5362 0.5263 -4.2823 0.2146
C -0.4301 2.2610 -2.0839 -0.3819
C -1.2445 1.8115 -0.9243 -0.3839
H -2.2947 1.6125 -1.0726 0.2279
H -0.9932 2.1973 0.0513 0.2312
H -0.9181 2.3946 -3.0363 0.2230
H 0.3842 2.9449 -1.8980 0.2331
H 3.0562 0.1372 2.5374 0.4047
H 1.3305 0.1992 3.7622 0.3930
H -0.7316 -0.5281 4.5811 0.2125
H -0.8550 -1.6714 3.2170 0.2250
H -1.1594 0.3097 1.6721 0.1744
H -2.5088 -0.0115 2.7928 0.1955
H -0.5958 3.4344 3.0256 0.1949
H 0.3978 2.2309 3.8654 0.1480
```

Properties
E_HOMO = -8.9 eV
LUMO = 0.59 eV
max |F| = 0.8 eV/Å
spin multiplicity = 1
energy relative to the best compared isomer or geometry (same formula, charge and spin) = 8.8 kJ/mol
frontier orbital gap = 0.3496 Eh
net charge = 0



[5]
DFT (ωB97M-V/def2-TZVPD) results for a structure of composition C16H19CrF6IN4O4S2Si.

```
54
Properties=species:S:1:pos:R:3:mulliken_spin:R:1
Cr -0.4795 -0.1054 0.1723 3.0508
F -1.0353 -1.9639 5.4654 -0.0003
C -1.3516 -1.0350 4.5879 -0.0012
F -1.0641 0.1671 5.0655 0.0001
F -2.6374 -1.1036 4.2847 0.0001
S -0.3445 -1.2821 3.0601 0.0125
O -0.9046 -0.2431 2.1491 0.0025
O 1.0305 -1.1455 3.3889 -0.0009
N -0.8130 -2.7210 2.6222 0.0047
S -0.8632 -3.0750 1.1001 -0.0091
O -0.0718 -2.1229 0.2911 -0.0142
O -0.6858 -4.4504 0.8379 -0.0025
C -2.5980 -2.6666 0.5433 0.0067
F -2.6286 -1.3548 0.1181 0.0135
F -2.9304 -3.4126 -0.4880 0.0008
F -3.4748 -2.8001 1.5086 0.0006
C -1.9614 -1.4745 -3.0176 0.0014
C -0.5355 -1.0244 -2.9055 0.0014
C 0.3755 -1.2778 -3.9035 0.0068
C 1.7171 -0.9436 -3.7044 0.0107
C 2.1418 -0.3740 -2.5287 -0.0039
C 1.1737 -0.0924 -1.5550 0.0518
N -0.1329 -0.3816 -1.7895 -0.0808
N 1.3154 0.3775 -0.2830 -0.0543
Si 2.9249 0.6662 0.4576 0.0089
C 3.8274 -0.9628 0.4705 0.0035
C 2.7637 1.3207 2.1851 0.0007
C 3.7974 1.9714 -0.5555 -0.0018
H -2.3543 -1.2627 -4.0109 0.0004
H -2.6088 -1.0090 -2.2773 -0.0016
H -2.0171 -2.5539 -2.8693 0.0018
H 0.0517 -1.7567 -4.8162 0.0003
H 2.4404 -1.1654 -4.4785 0.0006
H 3.1835 -0.1676 -2.3493 0.0035
H 3.2882 -1.6875 1.0849 -0.0015
H 4.8229 -0.8383 0.9026 0.0006
H 3.9507 -1.3917 -0.5253 0.0002
H 2.1219 0.7153 2.8241 -0.0002
H 2.4201 2.3539 2.1947 0.0001
H 3.7665 1.3063 2.6219 0.0000
H 4.1013 1.6617 -1.5537 0.0005
H 4.7043 2.2682 -0.0221 -0.0009
H 3.1726 2.8619 -0.6539 0.0000
I -0.8276 2.7921 2.6655 0.0025
C -1.7797 2.6996 0.8242 0.0054
C -2.6586 3.7402 0.5478 -0.0036
C -3.3053 3.7865 -0.6702 0.0066
C -3.0491 2.7856 -1.5933 -0.0029
C -2.1743 1.7843 -1.2474 0.0380
N -1.5401 1.7112 -0.0546 -0.0465
H -2.8192 4.5042 1.2933 0.0000
H -3.9901 4.5931 -0.8946 0.0002
H -3.5127 2.7745 -2.5688 -0.0004
H -1.9419 1.0044 -1.9515 -0.0116
```

Properties
E_HOMO (alpha / beta) = -11.4 / -11.6 eV
LUMO (alpha / beta) = -3.99 / -3.66 eV
max |F| = 0.4 eV/Å
spin multiplicity = 4
energy relative to the best compared isomer or geometry (same formula, charge and spin) = 80.9 kJ/mol
frontier orbital gap (alpha / beta) = 0.2704 / 0.2906 Eh
net charge = +1



[6]
DFT (ωB97M-V/def2-TZVPD) results for a structure of composition C16H19FeN2O4S at a distorted geometry.

```
43
Properties=species:S:1:pos:R:3:mulliken_spin:R:1
C -3.0526 1.0037 -0.0441 0.0091
O -1.8464 1.1021 -0.8317 0.0128
C -0.7172 0.5222 -0.3881 0.0232
C -0.4236 0.1610 0.9764 0.2475
C -0.1618 -1.3254 1.1241 -0.1859
C 0.5600 -1.9416 -0.0154 0.4059
C 0.9311 -1.1488 -1.0723 -0.1013
C 0.3918 0.1887 -1.2663 0.3266
Fe 1.0341 1.4229 0.3005 2.2154
C 2.0430 1.1825 1.7090 -0.0004
O 2.8747 1.2354 2.5204 0.0030
C 0.5337 3.0265 0.7355 -0.0436
O 0.5336 4.1429 1.0726 0.0503
C 2.4200 1.9345 -0.6513 -0.0906
O 3.4119 2.2905 -1.1502 0.0374
H -3.4113 2.0212 0.1127 -0.0007
H -3.7611 0.4617 -0.6723 -0.0016
H -2.9274 0.4916 0.9181 -0.0022
H -1.0064 0.5904 1.7968 -0.0325
H 0.4108 -1.5131 2.0494 0.0604
H -1.1206 -1.8492 1.2935 0.0913
H 0.7704 -3.0214 0.0314 0.0209
H 1.6106 -1.5144 -1.8545 0.0144
H 0.4332 0.6433 -2.2597 -0.0020
C -1.5498 -5.1378 3.9406 0.0355
C -1.3758 -4.2348 2.7429 -0.0306
N -0.2472 -3.3084 2.8538 0.5997
C 0.0365 -2.8695 4.0412 -0.0146
N -0.4734 -3.3635 5.1966 0.2175
C -1.5577 -4.3340 5.2143 0.0002
C -0.1193 -2.7197 6.4456 -0.0052
C 1.0443 -1.7954 6.1381 0.0037
S 1.1245 -1.5238 4.3714 0.0667
H -2.4875 -5.6851 3.8445 -0.0003
H -0.7324 -5.8619 3.9788 -0.0015
H -1.1910 -4.8173 1.8371 0.0018
H -2.2984 -3.6368 2.5785 0.0361
H -2.5293 -3.8267 5.3434 0.0128
H -1.3870 -4.9769 6.0800 0.0017
H -0.9650 -2.1638 6.8735 0.0117
H 0.1683 -3.4764 7.1828 0.0045
H 0.9684 -0.8316 6.6466 -0.0002
H 1.9886 -2.2814 6.4045 0.0033
```

Properties
E_HOMO (alpha / beta) = -7.6 / -10.5 eV
LUMO (alpha / beta) = -2.98 / -7.18 eV
max |F| = 6.3 eV/Å
spin multiplicity = 5
energy relative to the best compared isomer or geometry (same formula, charge and spin) = 110.7 kJ/mol
frontier orbital gap (alpha / beta) = 0.1702 / 0.1217 Eh
net charge = +1



[7]
DFT (ωB97M-V/def2-TZVPD) results for a structure of composition C16H19LaNO7Si at a distorted geometry.

```
45
Properties=species:S:1:pos:R:3:lowdin_charge:R:1
La 0.6768 -0.0797 0.6019 1.9614
O 5.0079 -0.2009 1.4461 0.0708
C 3.9708 0.0116 0.8584 -0.5900
O 2.7652 -0.2775 1.2958 -0.2782
C 4.0106 0.8038 -0.4462 -0.0909
C 3.3370 2.1846 -0.2209 -0.2385
C 3.8785 3.2050 -1.2085 -0.0993
C 3.2731 2.6824 -2.5403 -0.0899
C 2.3804 1.5391 -2.0507 -0.2539
O 1.9876 1.9777 -0.7198 -0.1515
C 3.1970 0.2923 -1.6999 -0.1005
C 2.2795 -0.9042 -1.4115 -0.6631
O 2.7549 -1.9757 -1.0985 0.0796
O 0.9848 -0.6513 -1.4692 -0.3037
H 5.0636 0.9248 -0.6795 0.1459
H 3.3015 2.5041 0.8146 0.1644
H 4.9679 3.2396 -1.2037 0.1147
H 3.4963 4.1955 -0.9650 0.1136
H 4.0291 2.3166 -3.2380 0.1140
H 2.6889 3.4503 -3.0440 0.1095
H 1.5029 1.3400 -2.6484 0.1525
H 3.8598 -0.0192 -2.5065 0.1556
O -0.5059 2.0711 0.6193 -0.2978
N -0.0332 2.4774 1.7109 -0.2021
O 0.6218 1.5914 2.3230 -0.3008
C -1.9517 -2.6161 2.8656 -0.2913
Si -1.6165 -1.8719 1.1485 0.4514
C -1.6726 -3.3994 0.0257 -0.2789
C -3.3328 -1.1053 0.7563 -0.3142
C -3.4978 0.1848 0.2377 -0.1164
C -4.7544 0.7086 -0.0697 -0.1058
C -5.8926 -0.0564 0.1395 -0.1217
C -5.7644 -1.3424 0.6603 -0.1093
C -4.5050 -1.8494 0.9585 -0.1186
H -2.7473 -3.3738 2.8466 0.0081
H -2.2530 -1.8262 3.5634 0.0132
H -1.0506 -3.0895 3.2728 0.0053
H -2.6260 -3.9340 0.1254 0.0104
H -0.8584 -4.0950 0.2623 0.0143
H -1.5513 -3.1046 -1.0229 0.0124
H -2.6318 0.8191 0.0791 0.0622
H -4.8387 1.7144 -0.4675 0.0936
H -6.8719 0.3437 -0.0968 0.0879
H -6.6479 -1.9491 0.8326 0.0900
H -4.4322 -2.8564 1.3631 0.0854
```

Properties
E_HOMO = -4.4 eV
LUMO = 2.59 eV
max |F| = 2.6 eV/Å
spin multiplicity = 1
energy relative to the best compared isomer or geometry (same formula, charge and spin) = 53.2 kJ/mol
frontier orbital gap = 0.2555 Eh
net charge = -1



[8]
DFT (ωB97M-V/def2-TZVPD) results for an isolated molecule of C16H19N3O3 at a distorted geometry.

```
41
Properties=species:S:1:pos:R:3:nbo_charge:R:1
C 0.9283 2.5270 -0.0158 -0.1090
C 2.1845 1.3896 0.2266 0.7207
C -0.1401 2.3500 -1.1846 -0.4072
C -1.0446 0.9893 -1.2254 -0.1098
C -0.5335 -0.0558 -1.9096 0.0163
C -2.2016 0.4705 -0.4300 -0.1168
C -2.3476 -0.8743 -0.8684 0.1503
C -3.2863 0.9032 0.3455 -0.1968
C -3.3844 -1.7505 -0.3920 -0.2237
C -4.2401 0.0234 0.8242 -0.2357
C -4.3595 -1.3286 0.4483 -0.2299
C 2.6103 -0.9946 0.4033 -0.1725
C 2.6293 -1.9103 -0.8684 0.8029
C 2.2429 -1.7303 1.5890 -0.4136
C 0.6619 -1.5644 1.7048 -0.4053
C 0.5650 -0.0940 1.3292 -0.2250
H 0.6851 4.4316 -0.3983 0.3518
H 2.4457 4.2364 -0.3704 0.4047
H 0.4428 2.5741 0.8837 0.1789
H -0.7113 3.2870 -1.1190 0.2014
H 0.4201 2.4118 -2.0953 0.2163
H 0.1621 0.0801 -2.6922 0.2210
H -0.9684 -2.1566 -2.1486 0.4308
H -3.3607 2.0354 0.5472 0.2174
H -3.3332 -2.6823 -0.9388 0.2040
H -4.9519 0.4300 1.5186 0.2111
H -5.0715 -2.0586 0.7763 0.2242
H 3.5829 -0.5485 0.3787 0.2612
H 2.5061 -2.8265 1.9079 0.2408
H 2.5347 -1.1078 2.4182 0.2089
H -0.0202 -2.2350 1.1143 0.2178
H 0.3613 -1.6926 2.7723 0.2192
H 0.7547 0.4688 2.2519 0.1881
H -0.2433 0.1910 0.7949 0.2364
H 3.6655 -3.3342 -1.6512 0.4957
N 1.4063 3.9033 -0.0670 -0.8781
N -1.2382 -1.2608 -1.7058 -0.5743
N 1.7216 0.1692 0.5132 -0.4335
O 3.3328 1.7246 -0.0615 -0.6206
O 1.8384 -1.6154 -1.7494 -0.5827
O 3.7541 -2.7750 -0.8564 -0.6854
```

Properties
E_HOMO = -8.0 eV
LUMO = 0.47 eV
max |F| = 5.6 eV/Å
spin multiplicity = 1
energy relative to the best compared isomer or geometry (same formula, charge and spin) = 495.1 kJ/mol
frontier orbital gap = 0.3120 Eh
net charge = 0